1.
A 2-piece molecular cluster, C4H9NS overall. Source: the Open Molecules 2025 dataset; level of theory: ωB97M-V with the def2-TZVPD basis set.

Energy relative to the best compared isomer or geometry (same formula, charge and spin) (kcal/mol): 136.0
HOMO level (spin up / spin down) (eV): -6.8 / -6.8
LUMO energy (spin up / spin down) (eV): -1.85 / -1.84

The geometry in ORCA input format:
```
! wB97M-V def2-TZVPD RIJCOSX def2/J DEFGRID3
* xyz 0 1
C 0.61 2.23 0.65
C 1.17 -0.98 -0.35
C -1.24 -1.24 0.36
C -0.27 -1.05 -0.67
N 0.22 1.80 -0.45
S -2.32 0.30 0.10
H 1.63 2.44 0.72
H -0.07 2.51 1.42
H 1.62 -0.65 -1.21
H 1.67 -1.94 -0.26
H 1.33 -0.33 0.40
H -1.99 -1.96 0.06
H -0.73 -1.43 1.29
H -0.51 -0.90 -1.72
H -1.12 1.22 -0.35
*
```

Results of the natural (NBO) charge analysis, in e, for atoms 1 through 4:
1 C -0.146
2 C -0.718
3 C -0.615
4 C 0.287



2.
C22H20AsCl2N3O4STl as an isolated structure. Source: the Open Molecules 2025 dataset; level of theory: ωB97M-V with the def2-TZVPD basis set.

HOMO level (eV): -11.1
LUMO energy (eV): -3.70

The geometry in ORCA input format:
```
! wB97M-V def2-TZVPD RIJCOSX def2/J DEFGRID3
* xyz 1 1
Tl 0.64 -0.08 -0.24
O 2.12 1.47 3.42
C 1.43 1.22 2.47
N 1.14 -0.01 1.94
C 1.45 -1.20 2.54
O 2.12 -1.39 3.52
C 0.75 -2.38 1.86
C 0.80 -3.60 2.51
C 0.12 -4.68 1.97
C -0.59 -4.49 0.79
C -0.58 -3.25 0.20
N 0.08 -2.22 0.72
C 0.68 2.33 1.76
C 0.70 3.60 2.32
C -0.04 4.61 1.73
C -0.79 4.31 0.60
C -0.75 3.03 0.09
N -0.02 2.06 0.65
H 1.36 -3.67 3.43
H 0.15 -5.65 2.45
H -1.15 -5.30 0.34
H -1.12 -3.06 -0.72
H 1.30 3.75 3.21
H -0.04 5.60 2.15
H -1.40 5.06 0.11
H -1.31 2.75 -0.80
Cl -4.41 1.28 -5.65
C -3.02 1.21 -4.63
C -2.33 2.39 -4.33
C -1.24 2.37 -3.49
Cl -0.39 3.84 -3.15
C -0.76 1.16 -2.91
O 0.28 1.16 -2.14
C -1.44 -0.03 -3.30
C -0.96 -1.30 -2.88
O 0.02 -1.53 -2.16
C -2.58 0.02 -4.13
H -2.66 3.33 -4.76
H -1.51 -2.17 -3.30
H -3.09 -0.90 -4.39
C 2.78 1.61 -3.88
As 3.42 0.09 -2.87
C 2.92 -1.54 -3.79
C 5.34 0.26 -2.98
S 3.11 -0.06 -0.75
H 3.54 1.85 -4.62
H 2.62 2.45 -3.22
H 1.84 1.36 -4.37
H 3.16 -1.44 -4.85
H 1.85 -1.70 -3.65
H 3.47 -2.37 -3.35
H 5.66 0.26 -4.02
H 5.81 -0.55 -2.43
H 5.60 1.21 -2.51
*
```

Results of the Löwdin charge analysis, in e, for atoms 1 through 4:
1 Tl 0.902
2 O 0.137
3 C -0.439
4 N 0.013



3.
C18H40Br6O14S4 as an isolated structure. Source: the Open Molecules 2025 dataset; level of theory: ωB97M-V with the def2-TZVPD basis set.

Energy relative to the best compared isomer or geometry (same formula, charge and spin) (kcal/mol): 30.1
HOMO level (spin up / spin down) (eV): -12.7 / -12.7
LUMO energy (spin up / spin down) (eV): -4.59 / -9.67

The geometry in ORCA input format:
```
! wB97M-V def2-TZVPD RIJCOSX def2/J DEFGRID3
* xyz 1 2
O -3.53 -5.55 3.06
C -4.06 -4.87 2.20
O -4.32 -3.52 2.35
C -5.04 -2.97 1.27
C -4.52 -3.88 0.17
C -4.31 -5.26 0.82
H -4.88 -1.89 1.29
H -6.12 -3.09 1.39
H -3.58 -3.53 -0.24
H -5.22 -3.79 -0.66
H -3.51 -5.89 0.44
H -5.23 -5.85 0.88
O 4.58 -7.26 -0.18
S 4.95 -5.85 -0.24
O 6.33 -5.45 -0.49
O 3.95 -4.97 -1.27
C 2.55 -5.38 -1.26
C 1.80 -4.56 -2.36
C 4.42 -5.23 1.36
H 2.10 -5.12 -0.31
H 2.34 -6.45 -1.35
H 2.11 -4.86 -3.36
H 1.97 -3.51 -2.09
H 0.72 -4.62 -2.31
H 3.52 -5.80 1.60
H 4.12 -4.19 1.19
H 5.26 -5.45 2.02
O -0.77 3.67 1.07
S -0.61 3.99 2.51
O 0.66 4.00 3.21
O -1.29 5.54 2.70
C -1.20 6.06 4.02
C -0.84 7.54 4.01
C -1.94 2.98 3.40
H -0.50 5.50 4.63
H -2.22 5.86 4.35
H -0.58 8.11 4.90
H -1.76 8.01 3.67
H -0.09 7.78 3.26
H -2.86 3.17 2.84
H -1.95 3.23 4.46
H -1.73 1.92 3.25
O -0.75 5.61 -3.16
S -1.80 4.93 -3.90
O -2.33 5.55 -5.12
O -1.42 3.32 -4.09
C -0.45 2.67 -3.25
C -1.05 1.99 -1.97
C -3.21 4.67 -2.83
H 0.41 3.20 -2.84
H -0.11 1.85 -3.88
H -1.32 2.60 -1.10
H -0.38 1.24 -1.55
H -2.03 1.54 -2.12
H -3.51 5.67 -2.53
H -2.78 4.04 -2.05
H -3.89 4.12 -3.49
O 2.43 -0.38 -3.81
S 2.98 0.91 -3.42
O 2.97 2.07 -4.32
O 2.18 1.42 -2.02
C 2.77 2.52 -1.38
C 1.87 2.92 -0.23
C 4.74 0.66 -2.86
H 2.97 3.30 -2.12
H 3.72 2.32 -0.87
H 1.26 2.09 0.14
H 1.11 3.60 -0.61
H 2.44 3.32 0.61
H 5.17 0.09 -3.69
H 4.82 0.06 -1.95
H 5.17 1.65 -2.72
C -0.11 -4.31 2.73
Br 1.71 -3.42 2.83
Br -0.23 -5.92 4.03
Br -0.58 -4.96 0.79
H -0.86 -3.72 3.25
C -0.09 -1.30 0.76
Br 1.10 -1.01 -0.77
Br -1.93 -1.15 0.16
Br 0.32 0.04 2.12
H -0.06 -2.36 1.02
*
```

Results of the Löwdin charge analysis, in e, for atoms 1 through 4:
1 O 0.079
2 C -0.478
3 O -0.011
4 C -0.181



4.
One molecule with the formula C5H8N2. Source: the Open Molecules 2025 dataset; level of theory: ωB97M-V with the def2-TZVPD basis set.

Energy relative to the best compared isomer or geometry (same formula, charge and spin) (kcal/mol): 59.5
HOMO level (eV): -7.4
LUMO energy (eV): 0.61

The geometry in ORCA input format:
```
! wB97M-V def2-TZVPD RIJCOSX def2/J DEFGRID3
* xyz 0 1
C -1.94 0.23 -0.66
C -0.87 -0.22 1.40
C -0.87 0.81 0.30
N 0.48 0.78 -0.33
C 1.13 -0.25 0.22
N 2.40 -0.57 -0.13
C 0.32 -0.90 1.19
H -2.06 -0.84 -0.47
H -2.91 0.70 -0.47
H -1.65 0.37 -1.71
H -1.11 1.84 0.57
H 0.96 1.58 -0.72
H 2.75 -1.46 0.18
H 2.76 -0.25 -1.02
H 0.61 -1.83 1.65
*
```

Results of the natural (NBO) charge analysis, in e, for atoms 1 through 4:
1 C -0.598
2 C -0.092
3 C -0.171
4 N -0.590



5.
A 2-piece molecular cluster, C2H4O2 overall. Source: the Open Molecules 2025 dataset; level of theory: ωB97M-V with the def2-TZVPD basis set.

Energy relative to the best compared isomer or geometry (same formula, charge and spin) (kcal/mol): 64.1
HOMO level (eV): -10.5
LUMO energy (eV): 0.27
SMILES: C=O.C=O

The geometry in ORCA input format:
```
! wB97M-V def2-TZVPD RIJCOSX def2/J DEFGRID3
* xyz 0 1
C 0.15 0.35 -1.89
O -0.02 1.57 -1.89
H 0.35 -0.20 -2.85
H -0.05 -0.28 -0.99
C -0.14 -0.40 1.90
O -0.02 0.24 2.99
H 0.78 -0.40 1.27
H -1.05 -0.89 1.48
*
```

Results of the natural (NBO) charge analysis, in e, for atoms 1 through 4:
1 C 0.262
2 O -0.486
3 H 0.120
4 H 0.104



6.
C28H27BrCrN7O2S2Se as an isolated structure. Source: the Open Molecules 2025 dataset; level of theory: ωB97M-V with the def2-TZVPD basis set.

HOMO level (spin up / spin down) (eV): -2.7 / -3.4
LUMO energy (spin up / spin down) (eV): 1.67 / 1.67

The geometry in ORCA input format:
```
! wB97M-V def2-TZVPD RIJCOSX def2/J DEFGRID3
* xyz -1 5
Cr 0.69 -0.55 0.19
Br 4.41 6.49 3.15
C 2.54 6.27 2.82
C 1.85 7.23 2.08
C 0.50 7.06 1.84
C -0.21 5.93 2.30
C 0.52 5.00 3.07
C 1.87 5.17 3.32
N -1.57 5.91 2.00
N -2.32 4.84 2.24
C -1.94 3.56 1.92
C -2.53 2.51 2.65
C -2.20 1.17 2.47
C -1.29 0.77 1.51
O -0.88 -0.51 1.29
C -0.77 1.77 0.68
N 0.07 1.30 -0.31
C 0.54 2.16 -1.21
C 0.24 3.51 -1.17
C -0.56 4.00 -0.15
C -1.08 3.15 0.82
H 2.37 8.11 1.72
H -0.05 7.81 1.28
H 0.01 4.14 3.49
H 2.41 4.43 3.91
H -3.22 2.80 3.44
H -2.64 0.41 3.10
H 1.18 1.74 -1.98
H 0.65 4.17 -1.93
H -0.80 5.06 -0.12
N 2.79 -2.91 -3.34
C 3.76 -2.00 -3.49
N 4.62 -2.16 -4.52
N 3.96 -0.97 -2.70
C 3.10 -0.72 -1.75
N 2.37 -0.45 -0.91
H 2.57 -3.50 -4.12
H 1.98 -2.67 -2.74
H 4.73 -3.07 -4.92
H 5.44 -1.58 -4.48
C 3.89 -2.78 3.39
O 3.45 -1.43 3.18
C 2.48 -1.20 2.30
S 1.72 -2.44 1.45
S 2.01 0.40 2.08
H 4.67 -2.71 4.14
H 4.27 -3.20 2.47
H 3.07 -3.40 3.75
C -5.19 -5.43 -1.61
C -3.96 -4.57 -1.59
C -4.04 -3.20 -1.37
C -2.92 -2.37 -1.39
C -3.10 -0.90 -1.14
C -1.67 -2.93 -1.66
Se -0.12 -1.82 -1.86
C -1.55 -4.32 -1.85
C -0.22 -5.00 -2.11
C -2.70 -5.11 -1.82
H -6.06 -4.89 -1.25
H -5.06 -6.32 -0.99
H -5.41 -5.77 -2.63
H -5.01 -2.75 -1.17
H -4.16 -0.64 -1.07
H -2.65 -0.31 -1.94
H -2.59 -0.60 -0.22
H 0.55 -4.62 -1.43
H 0.12 -4.80 -3.13
H -0.31 -6.08 -1.97
H -2.60 -6.18 -1.97
*
```

Results of the natural (NBO) charge analysis, in e, for atoms 1 through 4:
1 Cr 0.911
2 Br -0.014
3 C -0.134
4 C -0.244



7.
C18H31N4SiTi as an isolated structure. Source: the Open Molecules 2025 dataset; level of theory: ωB97M-V with the def2-TZVPD basis set.

Energy relative to the best compared isomer or geometry (same formula, charge and spin) (kcal/mol): 0.0
HOMO level (spin up / spin down) (eV): -14.0 / -13.8
LUMO energy (spin up / spin down) (eV): -6.47 / -6.09

The geometry in ORCA input format:
```
! wB97M-V def2-TZVPD RIJCOSX def2/J DEFGRID3
* xyz 2 2
Ti 0.93 -0.14 -0.29
N 1.17 -2.09 0.81
C 1.84 -1.91 2.13
C 1.40 -0.59 2.72
N 1.69 0.49 1.72
H 0.19 -2.36 0.98
H 1.58 -2.90 0.35
H 2.92 -1.91 1.95
H 1.62 -2.73 2.81
H 1.89 -0.39 3.67
H 0.32 -0.60 2.89
H 2.68 0.70 1.76
H 1.22 1.35 2.02
N 1.18 1.97 -0.97
C 1.56 2.29 -2.38
C 2.66 1.37 -2.89
C 2.20 0.30 -3.87
C 1.04 -0.57 -3.41
N 1.35 -1.28 -2.13
H 0.32 2.47 -0.73
H 1.89 2.40 -0.37
H 1.86 3.34 -2.44
H 0.65 2.19 -2.99
H 3.17 0.91 -2.03
H 3.44 1.96 -3.38
H 3.05 -0.34 -4.14
H 1.89 0.77 -4.80
H 0.81 -1.31 -4.18
H 0.13 0.01 -3.24
H 2.30 -1.65 -2.19
H 0.76 -2.10 -2.07
C -1.63 4.19 1.25
C -2.05 3.91 -0.05
C -2.13 2.59 -0.49
C -1.80 1.52 0.36
C -1.40 1.83 1.67
C -1.32 3.15 2.11
Si -1.65 -0.19 -0.37
C -2.15 -1.65 0.68
C -2.44 -1.58 2.05
C -2.66 -2.74 2.79
C -2.60 -3.98 2.17
C -2.34 -4.07 0.81
C -2.11 -2.91 0.08
H -1.58 5.21 1.59
H -2.33 4.71 -0.72
H -2.47 2.40 -1.50
H -1.20 1.04 2.38
H -1.04 3.36 3.13
H -2.28 -0.23 -1.71
H -2.53 -0.62 2.55
H -2.90 -2.67 3.84
H -2.79 -4.88 2.75
H -2.33 -5.03 0.32
H -1.94 -3.00 -0.99
*
```

Results of the natural (NBO) charge analysis, in e, for atoms 1 through 4:
1 Ti 1.532
2 N -0.924
3 C -0.233
4 C -0.232



8.
C4H9N2O as an isolated structure. Source: the Open Molecules 2025 dataset; level of theory: ωB97M-V with the def2-TZVPD basis set.

Energy relative to the best compared isomer or geometry (same formula, charge and spin) (kcal/mol): 93.4
HOMO level (eV): -14.7
LUMO energy (eV): -3.23

The geometry in ORCA input format:
```
! wB97M-V def2-TZVPD RIJCOSX def2/J DEFGRID3
* xyz 1 1
C 1.58 1.06 1.51
C -1.12 0.34 -1.30
C -1.53 -0.45 0.06
C -0.10 -0.34 -0.37
N 0.59 1.08 0.74
N 0.84 -1.17 -0.65
O 2.35 0.07 1.76
H 1.74 1.88 2.32
H -1.15 0.01 -2.29
H -1.36 1.33 -1.14
H -2.05 -0.06 0.86
H -1.97 -1.35 -0.03
H -0.05 1.82 0.68
H 2.29 -0.86 1.42
H 1.39 -0.99 -1.43
H 0.85 -1.94 -0.02
*
```

Results of the natural (NBO) charge analysis, in e, for atoms 1 through 4:
1 C 0.516
2 C -0.413
3 C -0.427
4 C 0.396



Number 1: calculated total energy -16613.558 eV. Number 2: calculated total energy -137205.918 eV. Number 3: calculated total energy -511559.521 eV. Number 4: calculated total energy -8292.418 eV. Number 5: calculated total energy -6231.526 eV. Number 6: calculated total energy -229484.263 eV. Number 7: calculated total energy -56110.012 eV. Number 8: calculated total energy -9311.965 eV.